Entry 1:
A cluster of 8 separate species, C26H74N10O8 in total, computed with ωB97M-V with the def2-TZVPD basis set.

Each line ends with the Mulliken charge.
Element x y z (Å)
O -31.642858 9.145019 5.468078  -0.31
O -26.807195 9.054421 1.531474  -0.43
O -31.496978 14.719799 3.391929  -0.64
O -31.849176 14.627355 -0.957764  -0.44
O -29.163947 18.488720 0.837203  -0.48
O -22.878624 14.585685 2.445849  -0.40
O -27.427693 13.033839 3.943285  -0.43
O -29.162565 12.351508 6.843825  -0.46
N -31.192308 16.647327 4.420337  -0.15
N -29.176816 13.695348 -1.258775  -0.62
N -32.248276 8.978601 1.787949  -0.31
N -28.379973 17.015503 4.128127  -0.20
N -29.640355 12.939035 4.271075  1.38
N -25.626174 14.888436 4.965976  -0.70
N -33.171653 16.091843 3.830798  -0.41
N -29.620585 6.709713 1.030252  -0.71
N -28.900972 14.009603 2.594098  1.20
N -31.875974 13.362899 7.489905  -0.74
C -30.238644 8.881445 5.485376  -0.42
C -30.425137 19.112583 1.125503  -0.60
C -31.941608 15.754274 3.835180  0.29
C -28.255864 18.019410 3.079764  0.13
C -32.444404 10.994317 3.126740  -0.93
C -31.391863 13.512230 -0.132243  0.22
C -31.939092 9.604646 3.082509  1.92
C -28.684502 7.330507 1.887868  3.06
C -32.321060 8.736851 4.307223  -0.90
C -30.683882 14.171209 7.420822  2.02
C -27.895007 6.326121 2.800058  -1.70
C -26.754388 18.336416 3.023935  -1.40
C -30.231485 12.777545 -0.890197  0.09
C -24.215815 13.081738 4.507337  -1.40
C -32.554233 15.607636 -0.170772  -0.36
C -24.357041 14.542845 4.394407  0.61
C -29.675934 11.607192 -0.035185  -0.33
C -27.495142 9.898141 2.478970  0.35
C -28.796362 17.462938 1.743720  0.18
C -22.734415 15.005127 1.098058  -0.74
C -28.551282 13.289721 3.631355  -0.48
C -27.760405 8.136505 0.904683  -1.17
C -24.232138 14.866926 2.937096  -0.50
C -27.806793 11.851847 6.829949  -0.50
C -29.304908 13.468694 7.644124  -0.89
C -30.991342 15.442861 8.302145  -1.62
H -33.809523 15.594905 3.225600  0.30
H -25.004461 14.379811 2.341842  0.30
H -25.016850 12.555387 3.988303  0.22
H -29.443384 12.477437 5.147559  0.06
H -28.510879 5.892623 3.588022  0.43
H -28.447872 8.767777 0.341675  0.42
H -23.228251 12.760772 4.175976  0.47
H -29.245153 8.029210 2.508821  -1.76
H -33.452154 11.051446 3.538165  0.30
H -24.307124 12.839303 5.566107  0.37
H -30.449415 13.543621 4.273488  -0.19
H -28.860475 18.892006 3.327029  0.50
H -29.681658 5.724947 1.246104  0.28
H -30.415464 10.956486 0.431477  -0.27
H -30.926921 13.952780 0.749710  -0.53
H -23.550969 15.160488 4.790506  0.32
H -27.875189 16.156737 3.961380  -0.27
H -29.591979 9.090272 4.633129  -0.04
H -29.133410 10.954719 -0.719339  0.29
H -29.236060 6.726240 0.096461  0.26
H -26.286671 17.397736 2.726908  0.09
H -29.611380 16.746676 1.847704  -0.24
H -29.749975 9.515578 6.225086  0.19
H -24.439796 15.921437 2.755515  0.24
H -28.141837 14.379058 2.039751  0.19
H -32.141931 13.314990 8.463080  0.29
H -31.950041 9.791258 1.267612  0.30
H -32.028453 15.720190 8.113525  0.43
H -32.288005 12.925927 0.070924  0.56
H -29.033148 12.049134 0.726144  -0.03
H -26.372905 14.600258 4.349991  -0.13
H -32.672229 16.441326 -0.862976  0.35
H -30.834148 19.605657 0.243635  0.31
H -25.761098 14.247507 5.734813  0.28
H -32.253256 11.690341 2.309971  0.01
H -31.572266 8.236712 1.675162  0.29
H -30.103665 7.809894 5.632526  0.36
H -27.993332 16.932126 1.232383  0.22
H -32.044607 16.064855 0.677357  -0.16
H -29.201587 14.035670 -2.209387  0.31
H -33.402326 8.793491 4.432826  0.37
H -31.208696 18.417747 1.427736  0.10
H -22.739472 16.095070 1.107760  0.30
H -23.349934 14.417471 0.416961  0.29
H -26.431550 18.696463 4.000787  0.43
H -30.203318 16.447976 4.372853  -0.04
H -31.973887 7.718566 4.132120  0.41
H -29.155961 13.181533 8.685014  0.35
H -26.893472 10.635993 3.009694  -0.12
H -33.420606 15.211345 0.358791  0.29
H -33.392081 17.058040 4.025685  0.17
H -30.411412 19.917179 1.860706  0.31
H -30.765467 14.508937 6.387675  -1.17
H -29.321646 14.538953 -0.722631  0.17
H -31.948633 11.490737 3.960938  0.11
H -30.663604 12.384349 -1.810406  0.57
H -30.850730 9.609310 3.142075  -0.64
H -27.502426 5.477711 2.239552  0.43
H -21.722769 14.777163 0.762335  0.29
H -29.885953 14.212089 2.499703  -0.90
H -30.909907 15.122092 9.340689  0.47
H -27.035780 6.678315 3.370837  0.38
H -30.302544 16.287109 8.272276  0.35
H -27.963832 9.321527 3.276439  -0.18
H -28.310061 10.378060 1.937050  0.24
H -27.114988 7.406603 0.416026  0.46
H -28.090248 17.514086 4.957325  0.28
H -26.636764 19.014555 2.178710  0.45
H -27.123558 12.617085 6.461555  -0.11
H -27.393823 11.562654 7.796347  0.48
H -27.791280 11.017322 6.128928  0.18
H -28.569702 14.223929 7.366306  0.35
H -31.539034 17.592296 4.503451  0.30
H -31.582478 12.442987 7.193710  0.25

Atomic forces in eV per Å
-0.030 1.050 -0.804
-1.038 -0.401 0.823
0.289 -2.571 -1.196
0.162 -0.189 1.651
-1.053 0.551 0.158
-1.581 -0.261 0.555
2.903 -1.332 0.604
0.807 -1.606 0.102
1.632 1.360 1.059
0.369 0.420 0.577
2.552 1.779 2.853
-1.717 0.352 0.517
-1.830 -2.511 2.682
-0.823 1.429 0.327
-5.707 0.895 -1.015
-1.167 -1.088 -0.881
0.850 1.635 -2.869
0.129 -0.764 0.562
0.043 -0.387 0.511
-0.046 0.126 -0.339
1.908 0.300 0.431
0.568 -1.218 -0.446
0.039 1.325 1.962
0.766 1.233 -1.576
-1.949 -0.341 -1.494
2.451 0.562 1.035
1.222 -0.778 1.120
-0.072 1.702 -0.539
-0.254 0.062 0.019
-1.326 0.252 -1.388
-1.740 -0.387 0.066
1.351 -1.370 0.973
0.701 0.018 -0.533
0.516 0.282 -1.234
0.097 0.666 -0.799
-0.222 -0.521 -0.463
0.516 0.584 -0.177
1.200 -0.225 0.667
-1.461 0.863 -0.563
0.850 0.962 2.685
0.497 1.076 -1.462
-0.144 0.393 -0.289
-1.075 1.832 0.612
0.843 -1.404 0.260
0.029 0.071 0.217
0.051 -0.733 -0.221
0.098 0.142 -0.180
-0.324 0.227 0.139
-0.511 -0.015 -0.152
0.120 -0.293 -0.832
-0.099 -0.300 -0.108
0.208 0.148 0.337
-0.465 -0.166 -0.740
0.132 -0.401 0.186
-0.024 0.059 -0.330
0.019 0.037 0.241
-0.363 -0.219 0.093
-0.454 0.207 0.138
-0.339 -0.204 0.475
0.135 -0.442 0.852
0.528 0.338 0.150
-0.761 0.415 -1.136
0.437 0.094 0.234
-0.290 -0.055 -0.464
0.382 0.049 0.363
-0.317 0.018 0.446
-0.550 -0.362 0.547
0.178 0.465 0.152
-0.531 0.158 -0.268
-0.309 -0.457 0.237
-0.954 -0.018 -1.934
0.212 0.215 -0.096
0.241 -0.478 0.346
0.103 -0.300 -0.001
0.115 -0.132 -0.297
-0.903 -0.190 0.082
0.491 -0.210 -0.385
-0.044 0.187 0.372
-0.202 -0.491 -0.403
-0.144 -1.467 -0.846
0.164 -0.073 0.462
0.178 -0.112 -0.037
1.201 -0.324 0.071
-0.294 -0.428 -0.189
0.105 0.042 0.300
0.158 -0.512 0.174
-0.866 0.123 -0.712
-0.672 0.639 -0.058
0.346 0.116 -0.363
0.804 0.845 0.136
-0.368 -0.311 -0.568
-0.052 0.125 0.326
0.500 -0.049 -0.727
-0.684 -0.145 -0.805
-0.335 -0.380 0.018
0.546 -0.102 0.395
0.969 0.270 -0.284
0.306 0.256 0.230
0.502 0.028 0.107
-0.068 -0.212 -0.032
1.076 -0.307 -0.080
-0.117 0.048 -0.389
0.227 -0.255 0.379
0.285 0.528 -0.377
-0.285 -0.108 0.283
0.018 0.780 -0.382
-0.045 -0.052 -0.673
0.117 -0.324 0.122
-0.113 0.464 0.088
-0.372 0.241 -0.655
0.393 -0.861 0.439
0.642 0.489 0.317
-0.146 0.088 -0.291
-0.602 -0.220 0.325
0.071 0.020 0.125
0.387 0.118 0.097
0.533 -0.184 0.226
-0.430 -0.514 0.046

Output
LUMO level (spin up / spin down) (eV): -1.96 / -8.22
HOMO level (spin up / spin down) (hartree): -0.38816 / -0.38816
E (eV): -59430.46424
HOMO-LUMO gap (spin up / spin down) (eV): 8.604 / 2.346
Total charge: +1
Spin multiplicity: 2

Entry 2:
A cluster of 9 separate species, C26H74N4O9 in total, computed with ωB97M-V with the def2-TZVPD basis set.

Each line ends with the Mulliken charge.
Element x y z (Å)
O -2.275999 6.815289 -0.307215  -0.05
O 2.322527 -1.362572 -3.254490  -0.67
O 6.141111 1.288145 -0.672305  -0.18
O -0.630480 0.757305 1.031934  -0.16
O 0.531769 -5.051232 2.823055  -0.14
O -2.305491 0.651332 -5.050921  0.22
O -0.077076 2.565650 -0.908706  1.01
O -1.574899 -4.147383 -2.526709  -0.64
O -1.445005 0.484501 3.977564  -0.51
N 4.705218 -0.937223 -1.839475  -0.86
N -1.726998 -3.342827 3.611804  -0.49
N -3.786438 -2.510984 -3.498129  -0.51
N -3.634475 5.575229 1.884096  -0.84
C -0.012362 -0.417683 0.547990  1.88
C 0.773679 3.643912 -0.845154  -1.18
C 1.882826 0.828225 -3.814169  -1.65
C -1.293346 -3.715379 5.941433  -1.62
C 1.152520 -6.268127 2.449897  -0.93
C 0.062880 -5.105963 4.152537  -1.00
C 7.121968 1.853629 0.085121  -1.04
C 3.659753 -1.528721 0.186743  -1.06
C 1.835685 3.495815 0.257205  -0.98
C 4.276612 -0.362984 -0.612502  2.20
C -3.466127 -0.421891 -2.335948  -1.03
C -3.706912 -1.075044 -3.726368  0.12
C -3.456894 3.438267 0.682092  -1.16
C -0.461705 0.262305 4.958210  0.48
C -2.887199 5.536766 -0.483165  -1.37
C -2.546212 -0.764169 -4.731220  -0.49
C -0.671100 -3.736256 4.516457  0.64
C -0.272138 -1.572770 1.602834  -2.14
C 5.488641 0.304513 0.149824  -1.36
C -2.613218 7.772324 -1.333243  -1.24
C -0.436971 -3.392565 -2.094458  0.70
C -1.068350 0.599247 6.318552  -1.36
C 0.866000 -4.229948 -2.014978  -1.07
C -2.863664 4.811230 0.890796  0.74
C 1.394578 -0.320592 -2.899158  2.83
C -1.375786 0.953429 -6.077331  -1.08
H 0.189734 -2.469420 1.189573  0.59
H -1.316683 2.038749 -6.159102  0.47
H 7.666267 2.666331 -0.395865  0.34
H -0.374635 0.563345 -5.893950  0.11
H -3.297909 2.975195 1.655953  0.15
H -4.672951 -0.749162 -4.111949  0.26
H -1.691855 -0.210584 6.697386  0.26
H -2.361777 4.921119 -1.213235  0.45
H 0.363698 -0.594703 -3.123327  -0.94
H -1.767957 -2.777990 6.231501  0.35
H -2.135239 -4.407625 5.952114  0.44
H -2.527491 -3.918558 3.830532  0.29
H 3.570230 0.437121 -0.833790  -0.64
H 2.514752 4.345407 0.328947  0.55
H 1.168144 3.876948 -1.834196  0.89
H -3.925936 5.602841 -0.806796  0.56
H 2.234374 -6.217970 2.573052  0.36
H 1.716328 0.742204 -4.887931  0.30
H 3.679866 -1.222726 1.232715  0.39
H -0.385634 0.614082 7.168139  0.40
H 0.834621 -7.171483 2.970449  0.33
H -0.514186 -0.666459 -0.387095  -0.47
H 7.955076 1.250274 0.445666  0.33
H -4.178312 -0.809831 -1.607659  0.54
H 0.299888 0.953559 4.597320  0.30
H 4.992497 0.760026 1.006818  0.37
H -3.473767 5.124867 2.773728  0.29
H -0.672445 -4.103439 6.748895  0.38
H -1.457507 -3.634059 2.683012  0.31
H 5.112564 -0.270779 -2.479810  0.26
H 1.153944 -4.548961 -3.016683  0.36
H 4.230588 -2.443634 0.028062  0.41
H 0.185435 -1.292707 2.551665  0.44
H -3.988447 -2.948435 -4.385791  0.21
H -0.639996 -5.923583 4.312490  0.40
H 5.533181 -1.506780 -1.738569  0.33
H 2.678938 -1.849254 -0.164489  -0.28
H -2.797885 -1.270933 -5.662851  0.37
H -3.242382 6.503799 1.948293  0.28
H 0.960311 -5.162861 4.768550  0.38
H 0.716034 -5.080426 -1.349915  0.35
H -0.765836 2.721913 -1.558924  -0.52
H -2.279097 7.356107 -2.283625  0.48
H -2.155052 8.731096 -1.090462  0.29
H 1.327042 3.312870 1.203728  0.18
H -3.059161 2.781098 -0.091227  0.11
H 1.057769 -6.561551 1.404419  0.24
H 0.158118 4.476752 -0.505199  -0.33
H -3.490094 0.667658 -2.315477  0.37
H 2.429532 2.597679 0.087501  -0.18
H 0.101609 -2.976477 4.399095  0.12
H -3.695275 7.868590 -1.422645  0.31
H -1.718069 0.553276 -7.031705  0.32
H -1.312157 -1.879726 1.713496  0.53
H -2.176105 -3.464326 -2.832620  0.38
H 1.042488 -0.220940 0.356450  -0.61
H 1.471445 -0.017484 -1.854972  -0.63
H -0.491086 1.438935 0.370464  -0.09
H -4.537992 3.496869 0.556048  0.49
H 1.677515 -3.668555 -1.551965  0.08
H -0.238137 -2.722099 -2.930534  -0.22
H -0.166891 -0.786976 4.972498  -0.16
H 6.238457 -0.416845 0.474671  0.42
H 2.948189 1.005932 -3.667480  0.34
H 3.123163 -1.299842 -2.728536  0.39
H -0.616589 -2.702729 -1.269854  0.02
H -2.476980 -0.679163 -1.957141  -0.27
H 6.779449 2.336260 1.000472  0.34
H -1.526644 1.587653 6.285264  0.34
H -1.057473 0.283302 3.122611  0.21
H -1.581797 -1.098040 -4.348432  0.05
H 1.430190 1.773768 -3.515524  0.13
H -4.569726 -2.764137 -2.912920  0.22
H -1.831205 4.772823 1.238172  0.18

Atomic forces in eV per Å
-0.479 0.609 -0.401
-1.757 -1.080 0.177
-1.029 -1.277 0.195
-0.037 -0.483 0.956
-0.607 -0.766 -0.607
-1.182 -0.693 0.943
-0.016 -2.113 0.545
0.964 -0.315 1.084
-1.210 -0.363 0.125
0.893 -0.263 -2.192
-0.219 -0.756 -0.167
0.641 -0.541 -0.709
-0.232 -0.405 -0.350
-1.451 -0.742 1.112
0.560 2.011 0.961
-0.695 1.184 0.937
0.010 -0.886 -0.335
0.879 -0.482 -0.419
-0.469 1.897 0.613
1.948 2.051 1.205
0.362 0.659 0.103
-0.437 -1.090 -0.572
1.444 -0.210 0.768
0.202 -0.112 -0.441
0.622 1.627 1.141
-0.323 -0.311 1.422
-0.485 0.525 -0.015
0.279 0.117 1.450
0.275 1.203 -0.506
0.600 -0.359 0.459
0.807 0.779 -1.882
-1.723 -0.160 -0.827
0.076 -1.460 0.393
1.065 0.153 -1.823
0.622 -0.054 0.400
-1.121 0.124 0.809
-0.013 1.041 -1.840
2.009 0.739 -1.918
-0.430 -0.529 0.164
0.480 -0.143 0.267
-0.077 -0.054 0.179
-0.441 0.024 -0.815
0.107 -0.118 0.249
-0.138 -0.734 -0.053
0.127 0.558 -0.312
-0.862 0.229 -0.662
0.285 0.025 -0.235
0.129 -0.258 0.038
0.529 0.288 -0.270
-0.196 -0.292 -0.248
-0.443 -0.034 0.007
-0.193 -0.047 0.100
-0.205 0.121 -0.094
0.324 0.045 0.034
-0.224 0.310 -0.042
0.226 0.231 0.393
-0.131 -0.555 0.125
-0.450 -0.497 0.202
0.870 0.322 -0.354
-0.440 0.257 0.553
0.254 -0.343 -0.283
-0.128 -1.112 -0.234
-0.187 0.065 -0.004
1.000 -0.274 1.018
0.485 0.396 0.417
-0.125 0.034 0.316
0.435 0.345 -0.102
0.068 0.147 -0.350
-0.488 0.842 -0.185
0.017 -0.074 0.169
0.546 0.167 0.278
-0.091 -0.262 0.070
0.088 -0.353 -0.250
0.086 -0.353 0.006
-0.123 -0.762 0.675
-0.248 0.638 0.135
0.198 -0.280 -0.252
0.109 0.155 -0.049
-0.148 -0.393 0.631
-0.089 -0.333 -0.167
-0.513 0.199 -0.671
0.290 0.376 -0.266
0.068 -0.192 -0.051
0.004 0.270 0.120
0.383 0.385 -0.013
-0.595 0.775 -0.279
0.091 0.666 -0.348
-0.239 -0.002 -0.330
0.245 -0.054 -0.129
0.201 0.098 0.302
-0.222 0.193 0.205
-0.077 -0.102 -0.271
-0.041 0.887 0.036
-0.906 0.097 -0.301
0.212 -0.342 0.125
-0.052 -0.088 0.068
0.050 0.704 -0.373
-0.048 0.197 -0.142
-0.044 0.307 -0.306
0.213 0.437 -0.050
0.490 -0.076 -0.131
-0.066 -0.313 0.091
0.159 -0.305 0.062
0.523 0.132 0.350
-0.164 -0.566 0.623
0.149 -0.231 -0.107
-0.663 -0.024 0.238
-0.443 -0.285 0.029
-0.132 0.225 -0.462
-0.112 -0.676 0.180
-0.317 0.193 -0.047
-0.048 0.289 0.305
0.325 -0.377 -0.315

Output
LUMO level (spin up / spin down) (eV): 2.24 / 2.18
HOMO level (spin up / spin down) (hartree): 0.02693 / -0.25175
E (eV): -52544.24364
HOMO-LUMO gap (spin up / spin down) (eV): 1.503 / 9.031
ΔE to the lowest compared entry with this formula, charge and spin (kcal per mole): 0.0
Total charge: -1
Spin multiplicity: 2